197
Properties=species:S:1:pos:R:3:mulliken_charge:R:1 method="wB97M-V/def2-TZVPD" total_energy_ev=-136907.7590 homo_ev=-7.967 gap_ev=8.47 relative_energy_kj_mol=0.0
O 17.30211 15.31972 18.91113 -0.473
P 17.87312 16.09438 20.04061 -1.934
N 19.08219 17.04600 19.42066 0.587
C 19.56583 18.19712 20.18128 -0.876
C 19.72181 16.52624 18.25291 -0.935
N 18.52082 15.28714 21.27506 2.016
C 19.76466 15.56963 21.90266 -0.795
C 17.58348 14.48125 22.14806 -0.343
N 16.64967 16.95936 20.69900 1.278
C 15.61212 17.50938 19.86900 0.073
C 16.72795 17.70516 21.95607 -1.066
H 19.24793 17.97195 21.19944 0.336
H 19.00979 19.10882 19.87294 0.262
H 20.65663 18.43221 20.19606 0.334
H 20.22021 17.34296 17.75833 0.465
H 19.06468 15.96328 17.61535 0.027
H 20.54274 15.87254 18.64565 0.196
H 20.46962 16.14481 21.29523 0.265
H 19.69656 16.19726 22.85108 0.234
H 20.26413 14.66778 22.26823 0.049
H 17.31056 14.97907 23.02746 0.411
H 16.66970 14.34928 21.58563 -0.354
H 18.11981 13.46700 22.24778 -0.410
H 15.71686 18.61039 19.79826 0.526
H 15.71858 17.07596 18.84792 -0.559
H 14.63330 17.22533 20.25888 -0.480
H 15.72355 17.76407 22.43314 0.322
H 16.99843 18.78430 21.73776 0.246
H 17.49297 17.20120 22.58402 0.251
O 16.23021 9.22043 14.64501 -0.957
P 17.46842 9.55743 15.42913 -0.154
N 18.74920 9.35225 14.37670 0.428
C 19.92064 10.21912 14.47711 -0.696
C 18.64636 8.27684 13.42817 -1.222
N 17.70763 8.70310 16.86897 0.839
C 18.13714 7.32190 16.89124 -1.223
C 16.68416 8.82704 17.90449 -0.840
N 17.43681 11.11572 15.93607 1.435
C 16.87222 12.10552 15.00341 -1.669
C 18.28859 11.66679 16.99592 -0.050
H 20.70567 9.87958 13.79004 0.367
H 20.27054 10.20771 15.49554 0.182
H 19.57899 11.23698 14.18277 0.128
H 17.78972 7.68785 13.73876 0.326
H 19.45345 7.59031 13.46733 0.424
H 18.55945 8.64376 12.41245 0.348
H 17.41435 6.64684 16.43849 0.314
H 19.09857 7.29383 16.35958 0.343
H 18.23725 6.93328 17.94404 0.344
H 17.04122 8.35585 18.85471 0.395
H 16.39055 9.85122 18.05334 -0.129
H 15.80622 8.29440 17.59011 0.642
H 16.81858 13.02284 15.56008 0.473
H 17.48717 12.20163 14.02609 0.260
H 15.87758 11.77986 14.76878 0.192
H 19.01391 10.88133 17.32656 -0.437
H 17.73338 11.91239 17.89700 -0.557
H 18.82458 12.47944 16.53153 0.635
O 11.35865 14.00939 10.31752 -0.945
P 12.34233 13.85154 11.37079 0.345
N 11.56842 13.47105 12.76502 0.473
C 12.17226 13.33543 14.09939 -1.236
C 10.16849 13.22187 12.79213 -1.097
N 13.29074 15.10109 11.83263 0.539
C 12.72684 16.28586 12.66286 -0.780
C 14.37955 15.48363 10.87250 -0.880
N 13.41536 12.66060 10.97272 0.443
C 14.54306 12.33278 11.84071 -0.842
C 13.27799 11.75782 9.88942 -1.060
H 12.39328 12.27302 14.18328 0.201
H 11.63318 13.72752 14.95320 0.872
H 13.13598 13.82964 14.09070 0.108
H 9.84601 12.20148 12.93875 0.246
H 9.76853 13.59669 11.87838 0.400
H 9.85889 13.80390 13.66234 0.294
H 11.93777 15.91260 13.25507 0.225
H 13.50443 16.67138 13.27363 -0.076
H 12.27814 16.97216 11.98381 0.457
H 14.07483 16.10804 10.03499 0.288
H 15.08346 16.06984 11.46636 0.172
H 14.91324 14.62629 10.42395 0.318
H 14.29686 11.47111 12.49601 0.344
H 15.45786 12.02624 11.23348 0.463
H 14.86739 13.11078 12.51008 -0.142
H 14.20699 11.75423 9.29685 0.296
H 12.45211 11.98033 9.20676 0.353
H 13.00417 10.75593 10.25552 0.311
O 20.22148 12.43586 22.10381 -0.777
P 19.83678 11.03228 21.82684 0.093
N 20.58611 9.98101 22.85938 0.333
C 20.34898 8.53271 22.92156 -1.213
C 21.87246 10.31427 23.45676 -1.057
N 20.12401 10.61253 20.27557 0.907
C 19.86212 9.29326 19.81934 -0.614
C 21.06997 11.30316 19.48716 -0.921
N 18.23553 10.72049 21.96172 1.248
C 17.33798 10.75803 20.83589 -1.519
C 17.55555 10.31089 23.14926 -1.272
H 21.14687 7.97377 22.47498 0.366
H 19.38819 8.22084 22.60989 0.366
H 20.41220 8.23376 23.98636 0.358
H 21.89605 10.09956 24.52831 0.323
H 22.11500 11.34454 23.23842 0.281
H 22.69612 9.62815 23.05504 0.277
H 19.29154 9.27826 18.85381 -0.040
H 20.79355 8.68794 19.64766 0.411
H 19.28453 8.64918 20.49986 0.048
H 20.82811 11.19562 18.44258 0.215
H 21.14949 12.33153 19.81876 0.149
H 22.03123 10.72410 19.61427 0.279
H 17.86322 11.08970 19.94689 -0.110
H 16.98197 9.77771 20.62898 0.509
H 16.51773 11.45534 20.96774 0.693
H 16.69201 10.90848 23.34918 0.280
H 18.20699 10.46969 24.00379 0.396
H 17.21804 9.27418 23.19955 0.336
O 13.09635 12.43245 23.21786 -1.049
P 12.16104 13.45968 22.71719 0.298
N 11.58543 12.99507 21.24155 1.130
C 12.08468 11.80066 20.57552 -1.401
C 10.41020 13.51636 20.61118 -1.242
N 12.87213 14.91502 22.58658 0.507
C 14.31946 15.08121 22.56431 -1.095
C 12.15053 16.01082 21.92438 -0.531
N 10.71907 13.71882 23.53459 0.434
C 9.78975 12.55847 23.59711 -0.930
C 10.65783 14.53475 24.71830 -1.007
H 13.03338 11.40616 20.97160 0.192
H 12.10052 12.03078 19.51328 0.313
H 11.40990 10.96087 20.71194 0.418
H 9.73923 12.65308 20.48325 0.483
H 10.65515 13.90122 19.58786 -0.121
H 9.85148 14.27858 21.11363 0.370
H 14.66768 15.24444 21.53014 -0.019
H 14.58787 15.91402 23.16092 0.487
H 14.87352 14.26031 22.93340 0.593
H 11.80409 15.67737 20.96878 -0.235
H 11.19776 16.31753 22.38137 0.337
H 12.69828 16.95338 21.77740 0.425
H 9.96735 11.93409 24.50804 0.280
H 8.81267 13.04903 23.68246 0.373
H 9.87483 11.93312 22.67059 0.192
H 9.63263 14.88776 24.82694 0.348
H 11.34709 15.44691 24.68547 0.273
H 10.88714 14.07680 25.68993 0.306
C 14.82484 12.08347 18.26034 1.309
C 15.06217 13.29787 19.14443 1.800
C 14.12344 14.31632 18.58140 0.709
O 13.03006 13.53943 17.97112 -0.683
C 13.72230 12.46594 17.35539 -0.246
H 14.57096 11.21198 18.87947 0.308
H 15.72661 11.82118 17.70442 -0.418
H 16.05893 13.70663 19.13355 -0.378
H 14.80973 13.10054 20.19990 -0.335
H 14.54144 14.97463 17.77899 -1.051
H 13.64192 14.90055 19.31808 -0.207
H 14.09892 12.68803 16.36421 -0.097
H 13.00240 11.65978 17.22118 -0.997
C 11.37936 16.84035 18.71533 1.027
C 10.35172 16.47949 17.59293 -0.859
C 11.28701 16.43968 16.43649 0.850
O 12.13043 17.61309 16.56381 -0.594
C 12.52298 17.64446 17.93246 0.162
H 11.76122 15.91334 19.19630 -1.687
H 10.91117 17.40470 19.53414 0.628
H 9.57889 17.26704 17.49206 0.255
H 9.85866 15.50867 17.79669 0.357
H 10.84974 16.38835 15.41975 0.521
H 11.83723 15.48658 16.48332 -0.866
H 12.62819 18.64307 18.36049 0.495
H 13.42271 17.05985 18.00681 -0.468
C 15.56765 17.66265 15.80367 0.792
C 16.75950 16.74264 15.71199 0.187
C 16.74595 16.35138 14.28986 -0.072
O 16.01914 17.35649 13.56577 -0.481
C 15.64013 18.36402 14.50627 -0.781
H 15.64779 18.34176 16.67946 0.303
H 14.65211 17.09739 15.94852 -0.596
H 16.77525 15.90359 16.36965 -0.440
H 17.64095 17.24385 15.91503 0.410
H 16.22017 15.37830 14.08529 -0.365
H 17.71269 16.24321 13.79266 0.465
H 14.65409 18.79151 14.24416 0.321
H 16.44793 19.14933 14.47680 0.305
C 10.71276 9.52217 16.71155 -0.630
C 11.86059 9.52277 15.61983 0.234
C 13.00086 8.79672 16.28698 -0.069
O 12.80689 9.04162 17.66259 -0.249
C 11.41173 8.78026 17.87150 -0.420
H 9.87487 8.86365 16.51250 0.379
H 10.40394 10.54707 16.96269 0.168
H 12.10934 10.59477 15.46846 -0.652
H 11.48259 9.08875 14.72100 0.768
H 14.02770 9.12796 16.05825 -0.198
H 12.95580 7.66878 16.14395 0.253
H 11.28377 9.11275 18.89828 0.160
H 11.18826 7.70520 17.85968 0.315